[1]
The following is a quantum chemistry calculation of a molecular structure, C5H11NO, from the OMol25 dataset.

```
18
Properties=species:S:1:pos:R:3
C -2.21 0.37 -0.28
C -1.33 -0.81 0.11
N 0.01 -0.58 0.63
C 0.29 0.59 1.22
C 1.02 0.15 -0.64
O 0.42 0.24 -1.69
C 2.37 -0.52 -0.46
H -3.16 -0.01 -0.69
H -1.73 0.97 -1.06
H -2.47 1.02 0.56
H -1.21 -1.46 -0.76
H -1.81 -1.39 0.90
H -0.47 1.37 1.36
H 1.14 0.62 1.91
H 1.09 1.25 0.14
H 2.41 -1.35 -1.17
H 2.52 -0.91 0.55
H 3.13 0.21 -0.72
```

For the strongest force on any atom, the calculation gives 1.02 eV Å⁻¹. The calculation puts the relative energy (zero: lowest compared OMol25 entry of this formula, charge and spin) at 103.6 kcal per mole. The gap between HOMO and LUMO is 8.97 eV. Its total charge is 0.

---

[2]
The following is a quantum chemistry calculation of 2 unconnected molecules or ions with the total composition C5H11NO, from the OMol25 dataset.

```
18
Properties=species:S:1:pos:R:3
C -1.72 -1.45 -0.15
C -1.28 -0.05 -0.55
C -1.86 1.01 0.39
N 0.21 0.04 -0.59
C 0.63 -0.19 0.53
O 0.97 -0.43 1.62
H -1.52 -1.65 0.92
H -1.20 -2.22 -0.73
H -2.80 -1.56 -0.31
H -1.57 0.16 -1.58
H -2.94 1.05 0.27
H -1.65 0.76 1.44
H -1.44 2.00 0.18
C 3.24 0.51 -0.29
H 3.52 1.39 -0.87
H 4.09 -0.14 -0.10
H 2.82 0.83 0.67
H 2.49 -0.05 -0.86
```

For the strongest force on any atom, the calculation gives 0.85 eV Å⁻¹. The calculation puts the relative energy (zero: lowest compared OMol25 entry of this formula, charge and spin) at 23.9 kcal per mole. The gap between HOMO and LUMO is 11.21 eV. Its total charge is 0.

---

[3]
The following is a quantum chemistry calculation of a single C5H11NO molecule, from the OMol25 dataset.

```
18
Properties=species:S:1:pos:R:3
C 0.31 1.66 0.02
C 0.49 0.35 -0.64
C 1.86 -0.29 -0.56
N -0.51 -0.17 0.28
C -0.37 -1.46 0.90
C -1.89 0.28 -0.11
O -2.43 -0.43 -1.00
H 0.73 1.75 1.02
H 0.06 2.59 -0.48
H -1.55 1.41 -0.36
H 0.11 0.35 -1.67
H 1.81 -1.32 -0.91
H 2.56 0.25 -1.20
H 2.25 -0.29 0.46
H -0.21 -2.27 0.18
H 0.45 -1.45 1.63
H -1.30 -1.66 1.44
H -2.41 0.45 0.86
```

For the strongest force on any atom, the calculation gives 0.30 eV Å⁻¹. The calculation puts the relative energy (zero: lowest compared OMol25 entry of this formula, charge and spin) at 129.9 kcal per mole. The gap between HOMO and LUMO (spin up / spin down) is 7.27 / 7.08 eV. Its total charge is 0.

---

[4]
The following is a quantum chemistry calculation of a single C5H11NO molecule, from the OMol25 dataset.

```
18
Properties=species:S:1:pos:R:3
C -0.38 0.63 -0.39
C 0.65 -0.12 0.31
C 1.40 -0.83 -0.89
C 1.55 0.69 1.23
C -1.63 -0.17 -0.95
N -2.51 0.11 0.24
O -1.45 -1.40 -1.25
H -2.09 0.38 -1.79
H -0.72 1.59 0.01
H 0.21 -0.90 0.92
H 0.64 -1.25 -1.55
H 2.00 -0.08 -1.41
H 2.04 -1.60 -0.49
H 2.09 0.13 1.97
H 0.93 1.42 1.79
H 2.20 1.39 0.70
H -2.15 0.78 0.91
H -2.79 -0.77 0.65
```

For the strongest force on any atom, the calculation gives 3.77 eV Å⁻¹. The calculation puts the relative energy (zero: lowest compared OMol25 entry of this formula, charge and spin) at 122.5 kcal per mole. The gap between HOMO and LUMO is 6.20 eV. Its total charge is 0.

---

[5]
The following is a quantum chemistry calculation of 2 unconnected molecules or ions with the total composition C5H11NO, from the OMol25 dataset.

```
18
Properties=species:S:1:pos:R:3
C 3.24 -0.48 0.11
C 2.11 -0.87 -0.52
C 0.82 -0.27 -0.38
C 0.34 0.28 0.76
C -1.08 0.52 1.16
N -2.12 1.00 0.21
H 4.07 -1.17 0.02
H 3.61 0.53 0.19
H 2.27 -1.50 -1.42
H 0.08 -0.26 -1.17
H 1.10 0.29 1.56
H -0.98 1.34 1.92
H -1.39 -0.39 1.65
H -1.71 1.72 -0.40
H -2.69 1.61 0.80
O -2.22 -1.05 -1.47
H -2.79 -0.88 -2.22
H -2.66 -0.44 -0.80
```

For the strongest force on any atom, the calculation gives 2.80 eV Å⁻¹. The calculation puts the relative energy (zero: lowest compared OMol25 entry of this formula, charge and spin) at 80.8 kcal per mole. The gap between HOMO and LUMO is 8.80 eV. Its total charge is 0.

---

[6]
The following is a quantum chemistry calculation of a single C5H11NO molecule, from the OMol25 dataset.

```
18
Properties=species:S:1:pos:R:3
C 0.13 -0.74 0.78
C -1.25 -0.19 0.74
C -0.95 1.32 0.85
C -2.00 -0.31 -0.63
C 1.14 -0.52 -0.41
N 2.26 0.34 0.16
O 0.72 -0.02 -1.51
H 1.60 -1.52 -0.55
H 0.27 -1.73 1.20
H -1.95 -0.62 1.47
H -0.16 1.54 0.14
H -1.79 1.99 0.63
H -0.62 1.53 1.88
H -2.44 -1.33 -0.64
H -1.27 -0.20 -1.44
H -2.92 0.28 -0.68
H 3.08 0.21 -0.41
H 2.39 0.22 1.16
```

For the strongest force on any atom, the calculation gives 3.41 eV Å⁻¹. The calculation puts the relative energy (zero: lowest compared OMol25 entry of this formula, charge and spin) at 127.5 kcal per mole. The gap between HOMO and LUMO is 6.75 eV. Its total charge is 0.

---

[7]
The following is a quantum chemistry calculation of a single C5H11NO molecule, from the OMol25 dataset.

```
18
Properties=species:S:1:pos:R:3
C -2.74 0.09 0.12
C -1.28 0.41 0.17
C -0.31 -0.47 -0.12
O -0.61 -1.78 -0.42
C 1.11 -0.07 -0.47
C 1.55 1.33 -0.07
N 1.78 -1.18 0.31
H -2.88 -0.95 -0.15
H -3.24 0.29 1.07
H -3.27 0.71 -0.60
H -1.04 1.43 0.44
H 0.17 -2.31 -0.20
H 1.31 -0.26 -1.53
H 2.63 1.41 -0.14
H 1.08 2.07 -0.71
H 1.26 1.54 0.96
H 2.75 -1.28 0.04
H 1.73 -1.00 1.31
```

For the strongest force on any atom, the calculation gives 2.60 eV Å⁻¹. The calculation puts the relative energy (zero: lowest compared OMol25 entry of this formula, charge and spin) at 31.2 kcal per mole. The gap between HOMO and LUMO is 9.32 eV. Its total charge is 0.